The following is a DFT calculation (ωB97M-V/def2-TZVPD) of 4 unconnected molecules or ions with the total composition C50H35BrNO6.

Atoms and positions in Å:
C: 0.45 1.12 -0.19
C: -0.90 0.76 -0.84
Br: -0.93 -1.18 -1.12
C: -1.16 1.44 -2.20
N: -0.64 2.82 -2.29
C: -0.02 3.18 -3.43
C: 0.48 4.42 -3.62
C: 0.35 5.36 -2.61
C: -0.30 5.01 -1.45
C: -0.78 3.74 -1.34
H: 0.25 1.87 0.59
H: 1.08 1.63 -0.92
H: 0.95 0.28 0.28
H: -1.73 0.99 -0.17
H: -0.66 0.85 -2.96
H: -2.23 1.49 -2.40
H: 0.08 2.46 -4.23
H: 0.97 4.65 -4.56
H: 0.76 6.36 -2.71
H: -0.43 5.68 -0.62
H: -1.29 3.47 -0.42
C: 4.33 2.86 6.28
C: 3.60 3.23 5.16
C: 2.75 2.32 4.55
C: 2.64 1.03 5.06
C: 3.39 0.66 6.17
C: 4.23 1.57 6.79
C: 3.31 -0.73 6.70
O: 3.96 -1.06 7.67
C: 2.43 -1.71 6.01
C: 2.39 -3.03 6.45
C: 1.56 -3.94 5.82
C: 0.77 -3.55 4.75
C: 0.81 -2.24 4.31
C: 1.65 -1.32 4.92
C: 1.70 0.07 4.41
O: 1.01 0.42 3.47
H: 4.99 3.57 6.76
H: 3.70 4.23 4.76
H: 2.18 2.61 3.68
H: 4.80 1.28 7.66
H: 3.01 -3.33 7.29
H: 1.54 -4.97 6.17
H: 0.12 -4.27 4.27
H: 0.19 -1.94 3.47
C: -5.57 -6.35 2.87
C: -6.55 -7.09 3.52
C: -6.28 -7.68 4.75
C: -5.02 -7.54 5.32
C: -4.03 -6.82 4.65
C: -4.31 -6.22 3.43
C: -2.66 -6.70 5.22
O: -1.79 -6.07 4.65
C: -2.37 -7.38 6.51
C: -1.08 -7.33 7.04
C: -0.80 -7.95 8.25
C: -1.81 -8.61 8.94
C: -3.09 -8.67 8.42
C: -3.37 -8.07 7.20
C: -4.75 -8.17 6.64
O: -5.63 -8.75 7.24
H: -5.78 -5.89 1.92
H: -7.53 -7.20 3.08
H: -7.04 -8.25 5.26
H: -3.54 -5.65 2.92
H: -0.30 -6.82 6.50
H: 0.20 -7.92 8.65
H: -1.59 -9.09 9.89
H: -3.87 -9.19 8.96
C: -0.63 8.62 -10.16
C: -0.80 8.32 -8.81
C: -0.17 7.21 -8.26
C: 0.61 6.39 -9.06
C: 0.76 6.67 -10.42
C: 0.15 7.79 -10.96
C: 1.56 5.78 -11.30
O: 1.69 6.03 -12.48
C: 2.18 4.56 -10.70
C: 2.88 3.69 -11.52
C: 3.47 2.56 -10.98
C: 3.38 2.31 -9.61
C: 2.68 3.18 -8.79
C: 2.07 4.30 -9.34
C: 1.29 5.21 -8.45
O: 1.20 4.99 -7.26
H: -1.11 9.49 -10.59
H: -1.41 8.96 -8.19
H: -0.30 6.98 -7.21
H: 0.28 8.02 -12.01
H: 2.96 3.88 -12.58
H: 4.02 1.87 -11.62
H: 3.85 1.43 -9.19
H: 2.60 2.98 -7.73

Results
E_LUMO	-4.17	eV
strongest force on any atom	0.0332	hartree/bohr
total energy	-136231.0958	eV
orbital gap	6.82	eV
total charge	+1